Entry 1:
Here is a structure of composition C4H8OS from the Open Molecules 2025 dataset. Energies are from ωB97M-V/def2-TZVPD.

**Frontier orbital gap**: 9.266 eV
**E_HOMO**: -8.5 eV

Structure (XYZ):
```
14
Properties=species:S:1:pos:R:3:forces:R:3
C -0.711 0.954 -0.649 0.9 0.3 -1.0
C -0.309 -0.201 0.256 0.9 0.0 -0.2
C -0.135 -1.632 -0.330 -1.0 0.0 -1.2
C 1.156 -0.129 0.743 1.1 1.9 0.0
H -0.476 2.406 0.684 0.3 -0.1 -0.8
H -1.816 1.042 -0.731 0.6 0.0 -0.1
H -0.248 0.764 -1.669 -0.7 0.4 1.1
H -0.976 -0.231 1.100 -0.3 -0.2 0.5
H -0.086 -1.707 -1.453 0.2 0.3 1.0
H -0.924 -2.314 -0.030 0.0 -0.2 0.1
H 1.367 0.343 1.735 -0.3 -0.6 -0.7
H 1.832 0.380 0.014 -0.8 0.0 0.5
O -0.110 2.203 -0.203 -1.0 -0.7 0.5
S 1.434 -1.878 0.533 0.1 -1.0 0.3
```
Forces are in eV/Å.

---

Entry 2:
Here is the molecule C4H8N2O from the Open Molecules 2025 dataset. Energies are from ωB97M-V/def2-TZVPD.

**Structure (SMILES)**: NC(=O)CN1CC1
**Frontier orbital gap**: 10.025 eV
**E_HOMO**: -9.1 eV

Structure (XYZ):
```
15
Properties=species:S:1:pos:R:3:forces:R:3
N -0.462 -1.899 -1.219 0.0 0.1 0.3
C -0.893 -0.862 -0.384 -0.5 -0.4 1.4
O -1.959 -0.322 -0.613 0.5 -0.1 0.4
C -0.099 -0.575 1.067 -0.6 -0.4 -0.9
N 0.750 0.598 1.077 0.1 -0.2 0.2
C 0.207 1.860 0.596 -0.2 0.0 0.0
C 1.088 1.015 -0.257 -0.1 -0.2 -0.5
H -1.154 -2.211 -1.895 0.2 0.5 0.1
H 0.490 -1.993 -1.551 -0.1 0.0 0.6
H -0.847 -0.444 1.868 0.0 -0.3 -0.6
H 0.536 -1.436 1.319 -0.3 0.1 -0.3
H -0.838 1.910 0.296 0.1 -0.1 0.1
H 0.576 2.730 1.142 0.0 -0.2 -0.3
H 0.480 0.387 -0.942 1.2 1.2 -0.4
H 2.127 1.241 -0.504 -0.4 0.0 0.0
```
Forces are in eV/Å.

---

Entry 3:
Here is a cluster of 2 separate species, C5H12N2O in total from the Open Molecules 2025 dataset. Energies are from ωB97M-V/def2-TZVPD.

**Structure (SMILES)**: N/C=C\N.CCC=O
**Frontier orbital gap**: 8.486 eV
**E_HOMO**: -7.6 eV

Structure (XYZ):
```
20
Properties=species:S:1:pos:R:3:forces:R:3
N -1.594 1.804 -1.714 -0.1 -0.2 0.1
C -0.254 1.381 -1.713 0.1 -0.1 -0.1
C 0.148 0.111 -1.707 0.0 0.1 0.1
N -0.710 -1.002 -1.554 -0.1 0.1 -0.2
H -2.211 1.164 -1.231 -0.1 0.2 0.1
H -1.712 2.745 -1.368 -0.1 -0.1 0.0
H 0.476 2.168 -1.810 0.1 0.0 0.0
H 1.200 -0.120 -1.740 0.1 0.1 0.0
H -1.619 -0.841 -1.971 0.0 -0.2 -0.1
H -0.304 -1.848 -1.929 -0.1 0.1 0.0
C -0.448 -0.907 1.816 0.1 0.0 0.0
C 1.071 -0.906 1.935 -0.1 -0.2 0.0
C 1.703 0.237 1.199 -0.3 0.1 0.2
O 2.772 0.210 0.657 0.3 0.0 -0.2
H -0.859 0.028 2.191 -0.1 0.1 0.1
H -0.870 -1.724 2.394 -0.1 0.0 0.1
H -0.740 -1.026 0.775 -0.1 0.0 0.0
H 1.361 -0.794 2.986 0.1 0.0 0.0
H 1.497 -1.845 1.575 0.1 0.0 0.0
H 1.094 1.164 1.210 0.0 0.1 0.0
```
Forces are in eV/Å.

---

What energy above the lowest of the compared OMol25 structures with the same formula, charge and spin values result from the calculations? In sequence: 107.5, 260.0, 193.9 kJ/mol.
What strongest force on any atom values result from the calculations? In sequence: 0.0421, 0.0341, 0.0071 hartree/bohr.
What calculated total energy values result from the calculations? In sequence: -17159.33649, -9303.69817, -10406.41421 eV.